[1]
C11H23BCl4O3 | ωB97M-V/def2-TZVPD

Results
E, eV: -68689.48493
Kohn-Sham gap, eV: 10.8464
Highest occupied orbital energy, eV: -10.5
Net charge: 0
Structure (SMILES): CCCCOBCCOC=O.ClCCCl.ClCCCl

Geometry as XYZ:
```
42
Properties=species:S:1:pos:R:3:lowdin_charge:R:1
C -1.76 0.46 -2.37 -0.109
C -2.36 -0.92 -2.08 -0.247
C -2.58 -1.24 -0.60 -0.173
C -1.31 -1.71 0.11 -0.180
O -0.19 -0.84 -0.08 -0.006
B -0.03 0.26 0.68 -0.378
C -0.97 0.77 1.85 -0.108
C -1.80 1.98 1.45 -0.197
O -2.60 2.42 2.57 -0.045
C -3.90 2.00 2.47 -0.345
O -4.40 1.23 3.25 0.105
H -2.08 1.20 -1.64 0.063
H -2.03 0.77 -3.38 0.074
H -0.67 0.40 -2.34 0.019
H -3.33 -0.97 -2.58 0.103
H -1.75 -1.71 -2.52 0.077
H -3.26 -2.10 -0.55 0.118
H -3.07 -0.43 -0.06 0.106
H -1.03 -2.67 -0.34 0.127
H -1.48 -1.91 1.17 0.121
H 0.95 0.91 0.44 0.084
H -1.61 0.01 2.31 0.107
H -0.30 1.12 2.65 0.091
H -1.15 2.80 1.15 0.131
H -2.45 1.77 0.60 0.099
H -4.48 2.45 1.65 0.148
Cl 1.65 -1.04 3.84 0.574
C 3.09 -0.90 2.79 -0.647
C 3.90 0.33 3.11 -0.655
Cl 3.04 1.84 2.69 0.553
H 2.74 -0.89 1.76 0.061
H 3.69 -1.79 2.95 0.074
H 4.82 0.32 2.53 0.072
H 4.15 0.37 4.17 0.067
Cl 3.97 -1.45 -4.97 0.536
C 3.29 -0.16 -3.94 -0.664
C 2.43 -0.72 -2.83 -0.645
Cl 0.92 -1.45 -3.44 0.607
H 2.72 0.51 -4.57 0.068
H 4.13 0.38 -3.51 0.072
H 2.13 0.08 -2.15 0.070
H 2.95 -1.48 -2.26 0.070
```



[2]
C12H27BrNPS | ωB97M-V/def2-TZVPD

Results
E, eV: -104535.72670
Kohn-Sham gap, eV: 5.8308
Highest occupied orbital energy, eV: -6.0
Net charge: 0

Geometry as XYZ:
```
43
Properties=species:S:1:pos:R:3:lowdin_charge:R:1
S 0.21 5.24 3.14 -0.039
P 1.64 3.92 2.86 0.043
C 2.45 3.99 1.31 -0.977
Br 4.41 3.96 1.58 0.310
H 1.09 2.62 2.90 -0.094
H 2.55 3.90 3.94 -0.059
H 2.25 5.00 0.95 -0.086
C -2.13 -3.32 0.34 -0.089
C -2.10 -2.39 -0.87 -0.251
C -0.72 -2.30 -1.53 -0.167
C 0.45 -1.76 -0.73 -0.102
N 0.45 -0.31 -0.34 -0.211
C -0.38 -0.04 0.89 -0.088
C 0.44 -0.58 2.06 -0.134
C 1.91 -0.46 1.60 -0.126
C 1.84 0.03 0.15 -0.092
C 0.12 0.61 -1.50 -0.089
C -1.36 0.97 -1.73 -0.208
C -1.88 0.64 -3.13 -0.089
H -1.43 -3.00 1.12 0.057
H -3.12 -3.35 0.78 0.080
H -1.86 -4.34 0.06 0.082
H -2.48 -1.41 -0.59 0.079
H -2.80 -2.76 -1.62 0.116
H -0.79 -1.76 -2.48 0.092
H -0.42 -3.31 -1.81 0.129
H 1.35 -1.90 -1.32 0.136
H 0.58 -2.33 0.20 0.127
H -0.49 1.04 0.95 0.150
H -1.35 -0.51 0.80 0.110
H 0.21 -1.62 2.29 0.100
H 0.24 0.00 2.95 0.117
H 2.43 -1.42 1.68 0.114
H 2.47 0.26 2.19 0.118
H 2.59 -0.40 -0.51 0.137
H 1.92 1.12 0.13 0.111
H 0.57 0.16 -2.38 0.137
H 0.67 1.53 -1.29 0.128
H -1.46 2.04 -1.57 0.121
H -2.00 0.51 -0.98 0.085
H -1.16 0.94 -3.89 0.083
H -2.80 1.18 -3.32 0.081
H -2.09 -0.42 -3.26 0.058
```



[3]
C3H6N4O | ωB97M-V/def2-TZVPD

Results
E, eV: -11212.86117
Kohn-Sham gap (alpha / beta), eV: 8.2127 / 8.2050
Highest occupied orbital energy (alpha / beta), eV: -9.4 / -9.4
Net charge: 0
Energy relative to the best compared isomer or geometry (same formula, charge and spin), eV: 3.9154
Structure (SMILES): [H]/N=C1/C=[N+]([O-])C=N1.N

Geometry as XYZ:
```
14
Properties=species:S:1:pos:R:3:lowdin_charge:R:1
C 0.40 0.01 1.38 -0.066
C 1.59 -0.16 -0.44 -0.412
C 0.72 -1.31 -0.39 0.013
N 1.26 0.68 0.73 0.146
N -0.05 -1.21 0.68 -0.263
N 2.42 0.18 -1.32 0.186
N -2.08 1.10 -0.15 0.050
O -1.03 -1.86 1.00 -0.005
H -0.24 0.32 2.18 0.127
H 2.89 1.05 -1.15 0.060
H -1.64 1.66 -0.86 0.013
H -1.98 0.12 -0.29 -0.015
H 0.78 -1.93 -1.33 0.155
H -3.04 1.36 -0.04 0.011
```



[4]
C5H6N | ωB97M-V/def2-TZVPD

Results
E, eV: -6757.17974
Kohn-Sham gap (alpha / beta), eV: 7.7287 / 3.3325
Highest occupied orbital energy (alpha / beta), eV: -13.3 / -11.2
Net charge: +1
Energy relative to the best compared isomer or geometry (same formula, charge and spin), eV: 7.9978

Geometry as XYZ:
```
12
Properties=species:S:1:pos:R:3:lowdin_charge:R:1
C 2.53 1.29 0.62 -0.008
C -1.22 -1.53 0.57 0.179
C -2.32 -1.77 -1.51 0.344
C 0.23 2.10 0.01 0.104
C 1.28 1.75 0.51 -0.264
N -1.62 -1.66 -0.60 0.072
H 2.84 0.26 1.21 0.117
H 3.38 1.72 0.11 0.054
H -1.66 -0.84 1.29 0.150
H -0.32 -1.92 0.84 0.098
H -2.47 -1.44 -2.52 0.137
H -0.67 2.05 -0.54 0.017
```



[5]
C31H33BrClIN5O7SSr | ωB97M-V/def2-TZVPD

Results
E, eV: -156797.98879
Kohn-Sham gap, eV: 4.8497
Highest occupied orbital energy, eV: -3.8
Net charge: -1
Energy relative to the best compared isomer or geometry (same formula, charge and spin), eV: 3.0927

Geometry as XYZ:
```
81
Properties=species:S:1:pos:R:3:lowdin_charge:R:1
Sr -0.49 -0.68 0.36 1.458
C -0.76 -2.69 2.03 -0.312
C -1.61 -1.69 2.54 -0.331
C -2.62 -1.44 1.59 -0.337
C -2.39 -2.29 0.47 -0.365
C -1.23 -3.05 0.74 -0.348
C -0.58 -4.06 -0.19 -0.041
C -3.26 -2.37 -0.76 -0.034
C -3.77 -0.48 1.75 -0.037
C -1.63 -1.17 3.96 -0.043
C 0.42 -3.30 2.74 -0.032
H -0.71 -5.08 0.17 0.080
H 0.50 -3.90 -0.29 0.054
H -1.01 -4.01 -1.19 0.056
H -4.19 -2.91 -0.56 0.080
H -2.76 -2.90 -1.58 0.062
H -3.54 -1.39 -1.15 0.074
H -4.64 -0.97 2.19 0.079
H -4.09 -0.05 0.80 0.060
H -3.51 0.36 2.40 0.071
H -2.45 -1.63 4.52 0.082
H -1.77 -0.09 4.01 0.070
H -0.71 -1.39 4.49 0.066
H 0.15 -4.23 3.25 0.081
H 0.84 -2.64 3.50 0.063
H 1.23 -3.56 2.05 0.072
Br -0.92 -1.86 -6.30 0.706
C -0.10 -0.23 -5.80 -0.741
C -0.18 0.82 -6.70 -0.142
C 0.39 2.05 -6.39 -0.085
C 1.02 2.23 -5.17 -0.078
C 1.10 1.18 -4.27 -0.175
C 0.54 -0.06 -4.58 -0.772
I 0.75 -1.54 -3.18 1.086
H -0.68 0.68 -7.65 0.094
H 0.32 2.86 -7.10 0.103
H 1.46 3.18 -4.91 0.106
H 1.59 1.31 -3.31 0.087
O 6.87 -2.08 3.38 0.066
N 5.88 -1.49 3.77 -0.362
O 5.76 -1.01 4.88 0.067
C 4.75 -1.39 2.85 -0.131
C 4.80 -2.05 1.63 0.084
C 3.75 -1.97 0.77 -0.039
C 2.58 -1.17 1.01 -0.320
O 1.70 -0.93 0.17 -0.235
C 2.59 -0.57 2.34 -0.084
C 3.65 -0.66 3.21 0.075
N 1.45 0.23 2.81 -0.288
O 0.39 0.15 2.21 -0.132
O 1.59 0.92 3.79 0.060
N 3.85 -2.79 -0.46 -0.332
O 2.82 -3.17 -0.96 0.032
O 4.96 -3.16 -0.78 0.071
H 5.66 -2.65 1.37 0.133
H 3.61 -0.15 4.16 0.136
C 0.02 4.12 2.35 -0.072
N 1.29 3.44 2.16 -0.046
C 1.98 3.42 0.99 -0.942
N 1.57 4.30 0.05 0.091
S 3.30 2.41 0.76 0.602
H -0.36 3.84 3.33 0.091
H -0.72 3.81 1.61 0.066
H 0.13 5.20 2.32 0.085
H 1.56 2.74 2.82 0.072
H 0.61 4.61 0.05 0.084
H 1.97 4.13 -0.86 0.082
Cl -6.18 2.30 -2.89 0.568
C -4.52 2.17 -2.32 -0.698
C -3.51 1.77 -3.18 -0.133
C -2.21 1.67 -2.74 -0.057
C -1.83 1.95 -1.39 -0.362
C -0.50 1.77 -0.90 -0.188
C -2.90 2.36 -0.55 -0.087
C -4.21 2.46 -1.00 -0.148
H -3.75 1.55 -4.21 0.097
H -1.44 1.35 -3.44 0.083
H -0.26 2.42 -0.07 -0.009
H 0.28 1.81 -1.66 0.011
H -2.69 2.57 0.49 0.094
H -4.99 2.77 -0.32 0.097
```



[6]
C5H15N2 | ωB97M-V/def2-TZVPD

Results
E, eV: -8400.37720
Kohn-Sham gap, eV: 8.6869
Highest occupied orbital energy, eV: -12.5
Net charge: +1
Energy relative to the best compared isomer or geometry (same formula, charge and spin), eV: 2.2993
Structure (SMILES): NCCCCC[NH3+]

Geometry as XYZ:
```
22
Properties=species:S:1:pos:R:3:lowdin_charge:R:1
C 1.62 1.49 -0.72 -0.300
C 0.28 1.23 0.05 -0.195
C 0.41 -0.21 0.73 -0.197
C -0.13 -1.40 -0.18 -0.207
C -1.59 -1.30 -0.60 -0.119
N -2.50 -1.36 0.72 0.188
N 2.68 2.13 0.11 -0.017
H 1.50 2.08 -1.78 0.149
H 1.95 0.39 -0.93 0.107
H -0.61 1.32 -0.49 0.069
H 0.16 1.93 0.82 0.078
H 1.58 -0.44 0.80 0.142
H 0.03 -0.22 1.84 0.124
H -0.08 -2.34 0.42 0.113
H 0.56 -1.49 -1.07 0.139
H -1.82 -2.27 -1.12 0.139
H -1.79 -0.50 -1.30 0.119
H -3.50 -1.50 0.55 0.165
H -2.32 -0.55 1.35 0.160
H -2.36 -2.27 1.25 0.193
H 3.52 2.13 -0.44 0.059
H 2.42 3.15 0.00 0.092
```